Below is an isolated molecule of C14H20N2O5S in a non-equilibrium geometry, with properties calculated with the ωB97M-V functional and the def2-TZVPD basis.

Values from the calculation:
- LUMO energy (eV) = 0.603
- highest occupied orbital energy (Eh) = -0.3061
- energy above the lowest of the compared OMol25 structures with the same formula, charge and spin (kJ/mol) = 198.5
- frontier orbital gap (eV) = 8.932
- SMILES = COc1cc(OC)cc(C(=O)N2CCN(S(C)(=O)=O)CC2)c1

Positions of all 42 atoms, in Å:
C -5.49 -0.45 -1.70
O -4.34 -1.17 -1.30
C -3.42 -0.56 -0.50
C -3.52 0.75 -0.05
C -2.52 1.28 0.76
O -2.52 2.55 1.25
C -3.60 3.40 0.94
C -1.43 0.49 1.12
C -1.34 -0.81 0.67
C -0.20 -1.68 1.11
O -0.29 -2.48 2.02
N 0.95 -1.50 0.40
C 1.09 -0.53 -0.66
C 2.42 -0.75 -1.37
N 3.53 -0.61 -0.45
S 4.06 0.98 -0.26
C 5.83 0.71 -0.02
O 3.87 1.66 -1.51
O 3.52 1.58 0.92
C 3.34 -1.29 0.83
C 2.14 -2.23 0.79
C -2.34 -1.35 -0.13
H -5.22 0.44 -2.29
H -6.07 -1.13 -2.31
H -6.08 -0.14 -0.83
H -4.36 1.36 -0.33
H -3.68 3.57 -0.14
H -4.55 3.00 1.32
H -3.38 4.34 1.44
H -0.67 0.92 1.76
H 1.08 0.49 -0.26
H 0.26 -0.63 -1.37
H 2.46 -1.75 -1.83
H 2.57 0.00 -2.15
H 6.31 1.68 0.00
H 6.18 0.12 -0.86
H 5.97 0.19 0.92
H 4.24 -1.86 1.06
H 3.19 -0.53 1.61
H 1.95 -2.65 1.78
H 2.33 -3.05 0.09
H -2.29 -2.37 -0.48

Below is a cluster of 2 separate species, C14H20N2O7 in total in a non-equilibrium geometry, with properties calculated with the ωB97M-V functional and the def2-TZVPD basis.

Values from the calculation:
- charge = -2
- LUMO energy (eV) = 3.498
- highest occupied orbital energy (Eh) = 0.0704
- frontier orbital gap (eV) = 1.582

Positions of all 43 atoms, in Å:
C 2.85 -1.86 0.62
C 2.39 -2.11 -0.85
O 1.04 -1.71 -1.02
C 0.14 -2.75 -0.70
N -1.17 -2.14 -0.66
C -2.17 -2.92 0.06
C -3.03 -1.93 0.89
C -4.33 -2.54 1.39
O -4.99 -3.26 0.69
O -4.70 -2.23 2.67
C -1.62 -1.73 -1.96
O -1.64 -2.44 -2.93
O -2.11 -0.44 -2.01
C -1.06 0.44 -1.59
C -0.97 0.85 -0.27
C 0.09 1.65 0.08
C 0.99 1.99 -0.91
N 0.91 1.65 -2.19
C -0.13 0.87 -2.47
H 3.00 -2.79 1.16
H 3.76 -1.26 0.63
H 2.07 -1.26 1.11
H 2.99 -1.45 -1.47
H 2.55 -3.15 -1.16
H 0.24 -3.58 -1.42
H 0.37 -3.05 0.33
H -2.85 -3.49 -0.58
H -1.67 -3.56 0.79
H -3.25 -1.10 0.21
H -2.43 -1.50 1.69
H -4.44 -1.32 2.84
H -1.71 0.50 0.43
H 0.19 1.96 1.11
H 1.85 2.61 -0.58
H -0.24 0.55 -3.51
O 2.42 7.13 1.08
C 1.93 5.91 1.43
C 2.84 4.71 0.96
O 2.33 3.48 1.31
H 0.91 5.66 1.03
H 1.79 5.75 2.53
H 3.85 4.95 1.38
H 2.99 4.88 -0.13

Below is the ion C14H20N3O3 with charge +1 in a non-equilibrium geometry, with properties calculated with the ωB97M-V functional and the def2-TZVPD basis.

Values from the calculation:
- charge = +1
- LUMO energy (eV) = -4.963
- highest occupied orbital energy (Eh) = -0.4253
- energy above the lowest of the compared OMol25 structures with the same formula, charge and spin (kJ/mol) = 296.2
- frontier orbital gap (eV) = 6.609
- SMILES = CCOc1cc(N2CCOCC2)c(OCC)cc1[N+]#N

Positions of all 40 atoms, in Å:
C 4.65 2.48 2.17
C 3.41 2.17 1.28
O 2.62 1.40 2.20
C 1.81 0.41 1.65
C 1.61 0.12 0.29
C 0.78 -0.91 -0.15
N 0.68 -1.15 -1.51
C 0.77 -2.55 -2.08
C -0.43 -2.89 -2.92
O -0.81 -1.80 -3.81
C -1.07 -0.61 -3.14
C 0.20 -0.10 -2.45
C 0.10 -1.69 0.84
O -0.69 -2.77 0.45
C -1.94 -3.10 1.07
C -3.06 -2.11 0.80
C 0.36 -1.45 2.20
C 1.16 -0.40 2.61
N 1.42 -0.19 3.94
N 1.68 0.10 5.02
H 5.08 1.58 2.56
H 4.39 3.12 3.04
H 5.47 3.02 1.59
H 2.93 3.09 0.93
H 3.75 1.61 0.42
H 2.15 0.67 -0.46
H 0.77 -3.26 -1.24
H 1.71 -2.64 -2.67
H -1.28 -3.13 -2.29
H -0.22 -3.81 -3.52
H -1.41 0.15 -3.84
H -1.84 -0.79 -2.41
H -0.02 0.83 -1.98
H 1.04 0.03 -3.17
H -1.86 -3.19 2.16
H -2.28 -4.05 0.66
H -3.08 -1.90 -0.28
H -2.90 -1.18 1.35
H -4.06 -2.45 1.08
H -0.07 -2.14 2.94

Below is a structure of composition C14H20N5OPtS, with properties calculated with the ωB97M-V functional and the def2-TZVPD basis.

Values from the calculation:
- multiplicity = 5
- charge = +3
- LUMO energy (alpha / beta) (eV) = -9.746 / -12.507
- highest occupied orbital energy (alpha / beta) (Eh) = -0.6158 / -0.7028
- energy above the lowest of the compared OMol25 structures with the same formula, charge and spin (kJ/mol) = 0.0
- frontier orbital gap (alpha / beta) (eV) = 7.011 / 6.619

Positions of all 42 atoms, in Å:
Pt 0.78 0.68 0.05
N 4.14 3.31 0.03
C 2.99 2.71 0.18
S 2.93 1.02 0.59
N 1.90 3.54 0.05
N 0.75 2.91 0.01
C -0.28 3.73 0.15
C -1.65 3.35 0.11
C -2.58 4.37 0.22
C -3.98 4.14 0.15
C -4.46 2.85 -0.04
C -3.57 1.80 -0.16
C -2.14 1.99 -0.08
O -1.40 0.98 -0.20
H 5.02 2.81 0.15
H 4.17 4.30 -0.20
H -0.04 4.78 0.33
H -2.24 5.39 0.37
H -4.66 4.97 0.24
H -5.53 2.67 -0.10
H -3.92 0.79 -0.32
C 1.48 -3.65 -1.24
C 1.50 -2.11 -1.17
N 0.70 -1.61 -0.03
C 1.25 -2.18 1.23
C 1.21 -3.72 1.21
N 0.62 -4.14 -0.11
C -0.78 -3.61 -0.25
C -0.71 -2.07 -0.20
H 2.47 -4.09 -1.11
H 1.05 -4.02 -2.16
H 1.10 -1.68 -2.09
H 2.53 -1.75 -1.06
H 0.66 -1.79 2.06
H 2.27 -1.83 1.35
H 0.58 -4.13 1.99
H 2.20 -4.16 1.28
H 0.59 -5.16 -0.14
H -1.36 -4.03 0.56
H -1.17 -3.98 -1.19
H -1.29 -1.69 0.64
H -1.10 -1.64 -1.11

Below is a structure of composition C14H21BN4Sn in a non-equilibrium geometry, with properties calculated with the ωB97M-V functional and the def2-TZVPD basis.

Values from the calculation:
- LUMO energy (alpha / beta) (eV) = 0.650 / 0.115
- highest occupied orbital energy (alpha / beta) (Eh) = -0.2169 / -0.2062
- frontier orbital gap (alpha / beta) (eV) = 6.552 / 5.726

Positions of all 41 atoms, in Å:
C 1.15 -1.63 -2.60
C 0.43 1.47 -1.59
C -0.22 -1.51 -1.93
H 1.05 -2.03 -3.62
C -0.91 1.20 -1.22
H 0.95 2.28 -1.07
H -0.57 -2.47 -1.54
H -1.36 1.80 -0.41
C -1.34 -0.82 -2.73
H -2.19 -1.53 -2.78
H -1.03 -0.65 -3.77
C 1.95 -0.31 -2.62
H 2.71 -0.39 -3.42
H 2.52 -0.21 -1.67
C 1.11 0.97 -2.84
H 0.42 0.82 -3.69
H 1.82 1.75 -3.17
C -1.89 0.49 -2.13
H -2.21 1.15 -2.97
H -2.81 0.27 -1.58
Sn 0.31 -0.37 -0.08
H 1.72 -2.37 -2.01
B -0.76 1.09 3.05
N 0.79 1.08 2.75
C 1.76 1.57 3.54
C 2.96 1.53 2.83
C 2.66 0.99 1.58
N 1.34 0.68 1.56
N -1.40 -0.27 2.63
C -2.20 -1.07 3.35
C -2.55 -2.17 2.58
C -1.93 -1.99 1.34
N -1.22 -0.84 1.39
H -1.29 2.04 2.52
H -0.89 1.21 4.25
H 1.51 1.91 4.53
H 3.92 1.88 3.16
H 3.30 0.85 0.72
H -2.46 -0.81 4.37
H -3.17 -2.99 2.85
H -1.97 -2.61 0.45

Below is a cluster of 2 separate species, C14H21Br2F3O6P2 in total in a non-equilibrium geometry, with properties calculated with the ωB97M-V functional and the def2-TZVPD basis.

Values from the calculation:
- LUMO energy (eV) = 0.291
- highest occupied orbital energy (Eh) = -0.3234
- energy above the lowest of the compared OMol25 structures with the same formula, charge and spin (kJ/mol) = 235.5
- frontier orbital gap (eV) = 9.091
- SMILES = C#CC[C@@]1(P(=O)(O)O)OC(=O)O[C@]1(CCC(F)(F)F)P(C)CC.BrCCBr

Positions of all 48 atoms, in Å:
C 1.98 -0.22 2.19
C 0.91 -0.55 1.70
C -0.49 -0.90 1.10
C -0.85 -0.11 -0.23
P -1.44 -1.46 -1.42
O -2.61 -2.14 -0.74
O -2.01 -0.90 -2.89
O -0.31 -2.65 -1.72
O -2.10 0.61 0.01
C -2.22 1.59 -1.00
O -3.14 2.29 -1.31
O -0.94 1.69 -1.65
C 0.05 1.07 -0.75
C 0.33 2.31 0.26
C 0.22 3.73 -0.46
C 0.79 4.85 0.51
F 0.56 6.09 -0.10
F 0.11 4.87 1.74
F 2.15 4.73 0.77
P 1.57 0.73 -1.81
C 3.00 1.92 -1.34
C 2.31 -1.00 -1.45
C 3.83 -0.98 -0.99
H 3.00 -0.19 2.67
H -0.52 -2.01 0.85
H -1.28 -0.71 1.88
H -1.47 -0.17 -3.26
H -0.76 -3.37 -2.22
H -0.50 2.27 1.05
H 1.29 2.14 0.82
H 0.72 3.77 -1.48
H -0.86 4.02 -0.64
H 2.74 3.00 -1.55
H 3.87 1.67 -2.02
H 3.23 1.72 -0.26
H 2.24 -1.57 -2.43
H 1.73 -1.59 -0.69
H 4.17 -2.07 -0.93
H 4.52 -0.42 -1.69
H 3.85 -0.58 0.07
Br -2.02 -5.56 1.80
C -3.60 -4.69 2.55
C -3.57 -3.21 2.30
Br -2.33 -2.31 3.51
H -3.63 -4.96 3.60
H -4.45 -5.15 2.04
H -4.55 -2.77 2.52
H -3.27 -2.94 1.29

Below is a structure of composition C14H21Cl5IOP2Pd in a non-equilibrium geometry, with properties calculated with the ωB97M-V functional and the def2-TZVPD basis.

Values from the calculation:
- multiplicity = 5
- charge = +3
- LUMO energy (alpha / beta) (eV) = -9.761 / -13.626
- highest occupied orbital energy (alpha / beta) (Eh) = -0.6447 / -0.6809
- frontier orbital gap (alpha / beta) (eV) = 7.781 / 4.901

Positions of all 45 atoms, in Å:
C -0.26 -0.17 -4.08
I -2.05 -0.29 -2.79
H 0.59 -0.13 -3.43
H -0.36 0.72 -4.72
H -0.27 -1.08 -4.73
Pd -0.58 -0.07 -0.56
P 0.49 1.97 -0.78
C -0.61 3.23 -1.49
C 1.41 2.85 0.52
H 1.55 3.90 0.22
H 2.28 2.84 -2.17
H 2.40 2.38 0.62
H 2.65 1.21 -1.57
H -1.49 3.34 -0.85
H 0.89 2.81 1.48
C 1.86 1.84 -2.00
H -0.06 4.18 -1.53
H 1.54 1.42 -2.95
H -0.91 2.92 -2.49
P 0.52 -2.11 -0.52
C -0.68 -3.35 -1.05
C 1.83 -2.05 -1.79
H 2.44 -2.25 0.91
H 1.63 -3.83 0.72
H 0.94 -2.60 1.82
C 1.47 -2.75 0.87
H 2.60 -1.33 -1.48
H 2.28 -3.05 -1.85
H -0.21 -4.33 -0.97
H -0.99 -3.13 -2.07
H 1.43 -1.78 -2.77
H -1.55 -3.30 -0.38
C -2.22 -0.08 0.60
O -3.43 -0.11 0.64
Cl -1.89 -2.61 2.16
C -1.45 -1.08 2.82
C -1.48 0.07 2.01
C -1.49 1.33 2.62
Cl -2.05 2.73 1.75
C -1.22 1.46 3.99
Cl -0.99 3.03 4.66
C -1.11 0.28 4.77
Cl -1.08 0.42 6.47
C -1.23 -1.01 4.20
Cl -1.14 -2.43 5.17

Below is a structure of composition C14H21IrN2O4S4 in a non-equilibrium geometry, with properties calculated with the ωB97M-V functional and the def2-TZVPD basis.

Values from the calculation:
- multiplicity = 2
- charge = +3
- LUMO energy (alpha / beta) (eV) = -9.710 / -11.960
- highest occupied orbital energy (alpha / beta) (Eh) = -0.6978 / -0.6978
- energy above the lowest of the compared OMol25 structures with the same formula, charge and spin (kJ/mol) = 0.0
- frontier orbital gap (alpha / beta) (eV) = 9.279 / 7.027

Positions of all 46 atoms, in Å:
Ir 0.05 0.32 -0.02
C 2.10 0.01 2.57
C 3.04 0.47 1.46
S 2.30 -0.18 -0.06
C 3.01 0.62 -1.52
C 2.07 0.23 -2.66
S 0.29 0.55 -2.39
C 0.18 2.37 -2.61
C 0.71 3.21 -1.46
S -0.12 2.60 0.04
C 0.83 3.13 1.49
C 0.34 2.26 2.64
S 0.34 0.45 2.35
H 2.40 0.42 3.54
H 2.10 -1.07 2.66
H 4.01 -0.01 1.58
H 3.18 1.54 1.42
H 3.99 0.18 -1.70
H 3.12 1.69 -1.38
H 2.12 -0.84 -2.86
H 2.34 0.74 -3.59
H -0.89 2.56 -2.77
H 0.69 2.60 -3.54
H 0.43 4.25 -1.59
H 1.79 3.15 -1.34
H 0.59 4.17 1.68
H 1.89 3.04 1.29
H -0.70 2.50 2.89
H 0.93 2.43 3.54
C -3.62 2.00 0.05
C -3.27 0.56 0.01
N -2.08 -0.04 -0.01
C -2.32 -1.41 -0.02
C -3.67 -1.63 -0.01
N -4.24 -0.39 0.02
C -4.47 -2.89 0.00
O -3.93 -3.98 0.06
O -5.76 -2.75 0.07
C -1.16 -2.30 -0.03
O -1.25 -3.57 -0.02
O -0.03 -1.77 -0.04
H -2.74 2.63 -0.01
H -4.15 2.23 0.98
H -4.29 2.24 -0.78
H -5.23 -0.21 0.04
H -2.18 -3.91 0.01

Below is an isolated molecule of C14H21N5O2S, with properties calculated with the ωB97M-V functional and the def2-TZVPD basis.

Values from the calculation:
- LUMO energy (eV) = 0.339
- highest occupied orbital energy (Eh) = -0.3184
- frontier orbital gap (eV) = 9.001
- SMILES = C/C(CC(=O)NC1CCCC1)=N\NC(=O)Cc1csc(N)n1

Positions of all 43 atoms, in Å:
C 0.29 -1.66 -1.60
C 0.01 -2.03 -0.18
C -1.18 -2.88 0.07
C -2.49 -2.10 -0.18
O -3.51 -2.67 -0.52
N -2.40 -0.78 0.04
C -3.50 0.14 -0.15
C -3.88 0.83 1.18
C -3.35 2.26 1.05
C -3.58 2.56 -0.43
C -3.12 1.27 -1.11
N 0.66 -1.65 0.84
N 1.63 -0.67 0.71
C 1.37 0.56 0.22
O 0.29 0.88 -0.25
C 2.53 1.53 0.38
C 3.86 0.91 0.08
C 4.68 1.24 -0.94
S 6.12 0.28 -0.92
C 5.48 -0.53 0.51
N 6.20 -1.47 1.15
N 4.32 -0.10 0.89
H -0.11 -2.41 -2.28
H 1.37 -1.55 -1.76
H -0.17 -0.70 -1.84
H -1.19 -3.20 1.12
H -1.21 -3.76 -0.57
H -1.51 -0.35 0.27
H -4.33 -0.47 -0.52
H -3.46 0.30 2.03
H -4.97 0.85 1.29
H -3.86 2.96 1.71
H -2.29 2.29 1.26
H -3.02 3.43 -0.78
H -4.64 2.74 -0.62
H -3.57 1.14 -2.10
H -2.04 1.29 -1.22
H 2.48 -0.81 1.25
H 2.35 2.38 -0.28
H 2.52 1.88 1.41
H 4.54 1.99 -1.70
H 6.96 -1.90 0.66
H 5.72 -2.02 1.84

Below is a structure of composition C14H21N6SV in a non-equilibrium geometry, with properties calculated with the ωB97M-V functional and the def2-TZVPD basis.

Values from the calculation:
- multiplicity = 3
- charge = +2
- LUMO energy (alpha / beta) (eV) = -6.251 / -5.914
- highest occupied orbital energy (alpha / beta) (Eh) = -0.5188 / -0.5205
- energy above the lowest of the compared OMol25 structures with the same formula, charge and spin (kJ/mol) = 60.4
- frontier orbital gap (alpha / beta) (eV) = 7.865 / 8.249

Positions of all 43 atoms, in Å:
V -0.60 0.35 -0.44
C -2.10 0.93 -2.01
C -2.11 1.96 -1.06
C -0.83 2.55 -1.04
C -0.01 1.85 -1.95
C -0.81 0.86 -2.57
H -2.97 0.35 -2.32
H -2.98 2.32 -0.52
H -0.57 3.47 -0.54
H 0.99 2.14 -2.25
H -0.52 0.28 -3.43
C -0.80 -3.52 -3.03
N 0.36 -3.34 -2.16
C 1.49 -4.23 -2.33
C 0.37 -2.36 -1.25
N -0.61 -1.51 -1.05
N 1.49 -2.25 -0.46
C 1.60 -1.40 0.60
N 2.51 -1.73 1.54
N 0.88 -0.32 0.67
H -0.56 -4.22 -3.82
H -1.08 -2.57 -3.50
H -1.65 -3.93 -2.48
H 1.29 -4.92 -3.15
H 1.67 -4.83 -1.44
H 2.39 -3.67 -2.59
H -1.45 -1.74 -1.59
H 2.19 -2.97 -0.56
H 3.06 -2.58 1.49
H 2.62 -1.17 2.37
H 1.08 0.20 1.52
S -1.66 0.73 1.72
C -0.88 1.99 2.56
N -1.38 2.34 3.77
C -0.86 3.33 4.53
C 0.19 4.07 4.08
C 0.73 3.77 2.82
C 0.23 2.72 2.09
H -2.20 1.84 4.11
H -1.33 3.51 5.49
H 0.61 4.88 4.67
H 1.55 4.36 2.43
H 0.65 2.45 1.13

Below is an isolated molecule of C14H21NO, with properties calculated with the ωB97M-V functional and the def2-TZVPD basis.

Values from the calculation:
- LUMO energy (eV) = 0.763
- highest occupied orbital energy (Eh) = -0.3258
- energy above the lowest of the compared OMol25 structures with the same formula, charge and spin (kJ/mol) = 1.3
- frontier orbital gap (eV) = 9.629
- SMILES = CCCCC(=O)Nc1ccccc1C(C)C

Positions of all 37 atoms, in Å:
C 3.24 0.07 -1.93
C 2.41 1.34 -1.88
C 1.32 1.41 -2.95
C 0.27 0.31 -2.82
C -0.49 0.44 -1.50
O -0.72 1.49 -0.97
N -0.88 -0.77 -0.99
C -1.68 -0.90 0.18
C -2.96 -1.42 0.04
C -3.79 -1.55 1.13
C -3.34 -1.15 2.38
C -2.06 -0.65 2.52
C -1.20 -0.53 1.43
C 0.22 -0.04 1.64
C 0.95 -0.90 2.67
C 0.23 1.43 2.04
H 3.64 -0.09 -2.93
H 4.08 0.13 -1.24
H 2.65 -0.80 -1.66
H 1.95 1.44 -0.90
H 3.07 2.20 -2.02
H 1.78 1.34 -3.94
H 0.82 2.37 -2.88
H -0.46 0.41 -3.62
H 0.72 -0.68 -2.90
H -0.86 -1.57 -1.60
H -3.30 -1.72 -0.94
H -4.78 -1.96 1.01
H -3.98 -1.23 3.24
H -1.72 -0.35 3.50
H 0.76 -0.13 0.69
H 0.51 -0.77 3.66
H 0.89 -1.95 2.40
H 1.99 -0.61 2.72
H 1.25 1.78 2.18
H -0.31 1.58 2.97
H -0.24 2.03 1.26

Per-record total energy, eV: -38894.49017, -32149.72753, -25445.57095, -38392.20512, -27323.92009, -193957.58248, -109644.63256, -72183.94403, -37240.45151, -60310.63713, -18397.42907